# 1
# C14H11MoN3OSe5Te

A molecular structure, C14H11MoN3OSe5Te at a distorted geometry (the ωB97M-V functional and the def2-TZVPD basis, the Open Molecules 2025 dataset).

XYZ file:
```
36
Properties=species:S:1:pos:R:3
Mo -0.1872 -1.0016 1.4520
Se -1.1220 -2.7968 2.8716
Se -2.3063 -1.7253 4.5830
Se -0.8117 -0.1609 5.4218
Se -0.0133 0.7469 3.3708
O -1.7763 -0.4388 0.9442
C -2.5370 0.5410 0.5500
C -3.9098 0.5518 0.8196
C -4.6859 1.6136 0.4112
C -4.1163 2.6622 -0.3058
C -2.7641 2.6683 -0.5768
C -1.9369 1.6236 -0.1469
C -0.5163 1.5842 -0.3832
N 0.3382 0.6582 0.0712
C 1.5678 0.9845 -0.4194
C 1.4741 2.1220 -1.1637
N 0.1649 2.4926 -1.1324
H -4.3278 -0.2847 1.3655
H -5.7375 1.6214 0.6516
H -4.7335 3.4845 -0.6345
H -2.3379 3.4991 -1.1184
H 2.4332 0.3808 -0.2149
H 2.2239 2.6739 -1.6899
H -0.2321 3.2994 -1.5812
Se 0.2935 -2.7239 -0.2585
C 2.0273 -2.3963 -1.0425
C 3.1417 -2.4422 -0.2091
C 4.4001 -2.4021 -0.7811
N 4.6018 -2.3260 -2.0850
C 3.5430 -2.2785 -2.8754
C 2.2336 -2.3115 -2.4164
H 3.0253 -2.5230 0.8657
H 5.2866 -2.4328 -0.1598
H 3.7595 -2.2125 -3.9348
H 1.4020 -2.2703 -3.1063
Te 2.1356 -0.4807 2.8574
```

Summary:
Multiplicity: 1
Electronic energy (a.u.): -13123.0847
F_max (Eh/bohr): 0.0592
Relative energy (zero: lowest compared OMol25 entry of this formula, charge and spin) (kcal/mol): 0.0
Gap between HOMO and LUMO (Eh): 0.2451
HOMO level (eV): -7.6
Total charge: 0

# 2
# C14H11N4OPtS

A molecular structure, C14H11N4OPtS (the ωB97M-V functional and the def2-TZVPD basis, the Open Molecules 2025 dataset).

XYZ file:
```
32
Properties=species:S:1:pos:R:3
Pt 1.1091 2.3310 -1.1976
N -2.8609 3.5575 -0.3562
C -1.6809 3.0647 -0.6067
S -0.5092 3.8959 -1.5193
N -1.4971 1.7494 -0.1033
N -0.3468 1.3124 -0.2838
C -0.0249 -0.0222 0.0877
C -0.9721 -0.9032 0.6483
C -1.7695 -0.5264 1.7712
C -2.6578 -1.4119 2.3012
C -2.8749 -2.6651 1.6883
C -2.1073 -3.0437 0.5731
C -1.1822 -2.1886 0.0514
C 1.3315 -0.3863 -0.1923
C 1.8676 -1.6052 0.2137
C 3.1903 -1.9180 -0.1036
C 3.9342 -0.9992 -0.8063
C 3.3588 0.2371 -1.1649
N 2.1122 0.5480 -0.8698
H -3.1180 4.4927 -0.6604
H -3.5636 3.0165 0.1380
H -1.6720 0.4526 2.2233
H -3.1799 -1.1448 3.2108
H -3.6077 -3.3501 2.0971
H -2.2236 -4.0233 0.1279
H -0.6613 -2.4734 -0.8556
H 1.2707 -2.2988 0.7903
H 3.6206 -2.8615 0.2067
H 4.9668 -1.1921 -1.0693
H 3.9427 0.9764 -1.6962
O 3.3015 3.9909 -2.5692
C 2.5036 3.3885 -2.0744
```

Summary:
Multiplicity: 1
Electronic energy (a.u.): -1350.7678
F_max (Eh/bohr): 0.0190
Relative energy (zero: lowest compared OMol25 entry of this formula, charge and spin) (kcal/mol): 2.7
Gap between HOMO and LUMO (spin up / spin down) (Eh): 0.1974 / 0.1971
HOMO level (spin up / spin down) (eV): -19.6 / -19.6
Total charge: +3

# 3
# C14H11N5OsS

A molecular structure, C14H11N5OsS at a distorted geometry (the ωB97M-V functional and the def2-TZVPD basis, the Open Molecules 2025 dataset).

XYZ file:
```
32
Properties=species:S:1:pos:R:3
Os -0.3328 -0.2493 -0.4609
N -1.6490 -2.7831 2.7267
C -1.1106 -1.8486 1.9611
S -1.9021 -1.5486 0.3797
N -0.0749 -1.1650 2.3504
N 0.3314 -0.2632 1.4182
C 1.0673 0.7246 1.7953
C 1.4299 1.6873 0.7725
C 2.2167 2.7928 1.0111
C 2.5224 3.6372 -0.0532
C 2.0359 3.3422 -1.3185
C 1.2369 2.2279 -1.4871
N 0.9350 1.4090 -0.4664
H -2.4956 -3.2617 2.4640
H -1.2692 -2.9537 3.6476
H 1.3640 0.8083 2.8335
H 2.5842 2.9907 2.0087
H 3.1363 4.5134 0.1077
H 2.2628 3.9668 -2.1706
H 0.8324 1.9699 -2.4565
N 3.1902 -4.6472 -4.9630
C 2.6552 -3.9740 -4.2020
C 1.9904 -3.1300 -3.2521
C 2.0637 -3.4485 -1.8854
C 1.4270 -2.6497 -0.9655
C 0.7177 -1.5271 -1.4205
C 0.6204 -1.2282 -2.7938
C 1.2774 -2.0204 -3.7133
H 2.6186 -4.3229 -1.5740
H 1.4752 -2.8776 0.0916
H 0.0391 -0.3763 -3.1526
H 1.2345 -1.8078 -4.7724
```

Summary:
Multiplicity: 1
Electronic energy (a.u.): -1302.0747
F_max (Eh/bohr): 0.0251
Relative energy (zero: lowest compared OMol25 entry of this formula, charge and spin) (kcal/mol): 0.0
Gap between HOMO and LUMO (Eh): 0.2147
HOMO level (eV): -15.8
Total charge: +2

# 4
# C14H12BCl3FeN4O2

A molecular structure, C14H12BCl3FeN4O2 (the ωB97M-V functional and the def2-TZVPD basis, the Open Molecules 2025 dataset).

XYZ file:
```
37
Properties=species:S:1:pos:R:3
Fe -0.4449 -0.6073 -0.1510
C 4.3704 -3.0864 -1.4877
C 4.8310 -2.0086 -0.7388
C 3.9649 -0.9957 -0.3697
C 2.6333 -1.0907 -0.7602
C 2.1552 -2.1661 -1.4968
C 3.0400 -3.1667 -1.8690
N 1.6654 -0.1067 -0.3998
N 2.1011 0.9871 -0.0322
C 1.0733 1.8937 0.3356
C 1.4427 3.1930 0.6229
C 0.4355 4.0821 0.9689
C -0.8731 3.6401 1.0132
C -1.1462 2.3148 0.7140
N -0.1811 1.4538 0.3865
H 5.0563 -3.8760 -1.7653
H 5.8679 -1.9662 -0.4342
H 4.2996 -0.1577 0.2234
H 1.1139 -2.2054 -1.7906
H 2.6862 -4.0091 -2.4471
H 2.4815 3.4816 0.5678
H 0.6772 5.1113 1.1981
H -1.6848 4.3036 1.2744
H -2.1500 1.9116 0.7197
Cl -2.8543 1.9093 -3.2758
C -3.0714 0.1494 -3.0623
Cl -4.7469 -0.1999 -2.6517
Cl -2.6295 -0.6813 -4.5478
C -2.1367 -0.2328 -1.8901
O -0.9883 -0.6784 -2.1606
O -2.5264 -0.0189 -0.7318
B 0.1713 -4.0728 2.9284
C -0.1084 -2.9601 1.8564
N -0.2982 -2.1404 1.0580
H -0.6608 -4.9310 2.7572
H 0.0706 -3.5275 4.0030
H 1.2938 -4.4661 2.7105
```

Summary:
Multiplicity: 5
Electronic energy (a.u.): -3579.3611
F_max (Eh/bohr): 0.0142
Relative energy (zero: lowest compared OMol25 entry of this formula, charge and spin) (kcal/mol): 0.0
Gap between HOMO and LUMO (spin up / spin down) (Eh): 0.2764 / 0.2731
HOMO level (spin up / spin down) (eV): -9.5 / -9.5
Total charge: 0

# 5
# C14H12BrN5O2S

C14H12BrN5O2S in the gas phase at a distorted geometry (the ωB97M-V functional and the def2-TZVPD basis, the Open Molecules 2025 dataset).

XYZ file:
```
35
Properties=species:S:1:pos:R:3
N -2.7837 1.6045 -1.7284
N -2.1551 1.1787 -0.5712
C -2.5199 0.1806 0.3003
N -1.5786 0.0245 1.2029
N -0.6000 0.8886 0.9436
C -0.9380 1.5813 -0.1232
S -0.0234 2.8724 -0.8401
C 1.2721 3.0390 0.4344
C 2.4674 2.1257 0.1809
O 3.5495 2.5731 -0.1228
N 2.1699 0.8114 0.3266
C 3.0526 -0.2517 0.1270
C 4.4174 -0.1320 0.3801
C 5.2676 -1.2056 0.1933
C 4.7757 -2.4246 -0.2417
C 3.4248 -2.5625 -0.5067
C 2.5796 -1.4829 -0.3310
Br 0.7339 -1.6977 -0.7700
H 3.0250 -3.5009 -0.8593
H 5.4366 -3.2656 -0.3825
H 6.3211 -1.0882 0.3950
H 4.8003 0.8172 0.7157
H 1.2047 0.5772 0.5849
H 1.6053 4.0748 0.3830
H 0.8055 2.8244 1.3949
C -3.7362 -0.5719 0.2543
C -4.1356 -1.6223 1.0397
C -5.4172 -1.9896 0.5757
C -5.7080 -1.1441 -0.4498
O -4.6993 -0.2774 -0.6552
H -6.5620 -1.0545 -1.0912
H -6.0370 -2.7763 0.9529
H -3.5680 -2.0571 1.8342
H -2.6886 2.6115 -1.8312
H -3.7582 1.3198 -1.7151
```

Summary:
Multiplicity: 1
Electronic energy (a.u.): -3937.1304
F_max (Eh/bohr): 0.0268
Structure (SMILES): Nn1c(SCC(=O)Nc2ccccc2Br)nnc1-c1ccco1
Gap between HOMO and LUMO (Eh): 0.3183
HOMO level (eV): -8.3
Total charge: 0

# 6
# C14H12Cl2GaInN2O4

A molecular structure, C14H12Cl2GaInN2O4 at a distorted geometry (the ωB97M-V functional and the def2-TZVPD basis, the Open Molecules 2025 dataset).

XYZ file:
```
36
Properties=species:S:1:pos:R:3
In 0.8310 2.8770 -4.6433
Ga 0.4305 0.7172 -2.8502
Cl -0.6028 3.0034 -2.3698
Cl 2.7425 1.7842 -3.1418
C 1.5115 -1.0063 -2.8090
C -1.4323 3.5161 -5.7465
C 1.7366 2.5014 -6.8237
O 2.2322 -1.8895 -2.5267
O -2.3635 3.8563 -6.3131
O 2.1747 2.4093 -7.8830
C 0.2901 -0.3653 3.6736
N 0.4515 0.1852 2.3397
N -0.2730 -0.1677 1.2640
C 0.1660 0.5464 0.1899
O -0.3199 0.3004 -0.9779
C 1.1665 1.4138 0.6467
C 1.3202 1.1601 2.0016
C 2.2670 1.7989 2.9243
C -1.0745 -1.3580 1.2088
C -1.9682 -1.6961 2.2436
C -2.7544 -2.8532 2.1255
C -2.7125 -3.6179 0.9418
C -1.8684 -3.2438 -0.1214
C -1.0329 -2.1346 0.0355
H 1.0638 0.0769 4.2981
H 0.4168 -1.4574 3.6948
H -0.6706 -0.0800 4.1223
H 1.6822 2.0467 -0.0230
H 1.7911 2.3651 3.7417
H 2.9686 1.0980 3.4056
H 2.8785 2.5149 2.3553
H -2.0903 -1.0441 3.1243
H -3.4301 -3.1501 2.9398
H -3.3242 -4.5124 0.8240
H -1.8358 -3.7729 -1.0890
H -0.3678 -1.8222 -0.7826
```

Summary:
Multiplicity: 1
Electronic energy (a.u.): -3984.7172
F_max (Eh/bohr): 0.1671
Relative energy (zero: lowest compared OMol25 entry of this formula, charge and spin) (kcal/mol): 72.0
Gap between HOMO and LUMO (spin up / spin down) (Eh): 0.1768 / 0.1738
HOMO level (spin up / spin down) (eV): -21.1 / -21.1
Total charge: +4

# 7
# C14H12Cl2IrN2NdO4

A molecular structure, C14H12Cl2IrN2NdO4 at a distorted geometry (the ωB97M-V functional and the def2-TZVPD basis, the Open Molecules 2025 dataset).

XYZ file:
```
36
Properties=species:S:1:pos:R:3
Ir -0.2252 -0.7161 -6.9160
Nd 0.5836 1.3724 -2.7391
Cl -1.6323 -2.4826 -6.4875
Cl 0.0759 3.7085 -2.1331
C 2.9773 1.6642 -2.6405
C 0.6618 -1.5458 -5.5247
C 0.5413 0.9723 -6.7382
O 4.1134 1.8833 -2.7562
O 1.1698 -2.0764 -4.6001
O 1.2179 1.8830 -6.3641
C -1.2837 0.2242 3.5063
N -1.5641 0.1933 2.0759
N -0.5881 -0.0087 1.1471
C -1.0893 0.2926 -0.0797
O -0.3213 0.3332 -1.1401
C -2.4432 0.6545 0.0922
C -2.6662 0.6717 1.4573
C -3.8416 1.1316 2.2052
C 0.7057 -0.5788 1.4344
C 0.7681 -1.7210 2.2372
C 2.0140 -2.2664 2.5773
C 3.1839 -1.6915 2.0593
C 3.1198 -0.5723 1.2146
C 1.8776 -0.0147 0.9091
H -0.3617 -0.2983 3.7855
H -2.1422 -0.2566 3.9812
H -1.2334 1.2681 3.8428
H -3.0736 0.9330 -0.7409
H -4.1910 0.3436 2.8860
H -3.5998 2.0424 2.7750
H -4.6062 1.3557 1.4503
H -0.1647 -2.1588 2.6076
H 2.0438 -3.1543 3.2168
H 4.1481 -2.1315 2.3148
H 4.0320 -0.1499 0.7855
H 1.7937 0.8961 0.2987
```

Summary:
Multiplicity: 8
Electronic energy (a.u.): -2535.5222
F_max (Eh/bohr): 0.1717
Gap between HOMO and LUMO (spin up / spin down) (Eh): 0.1731 / 0.1465
HOMO level (spin up / spin down) (eV): -18.4 / -20.9
Total charge: +4

# 8
# C14H12F6N2O9S2SiW

A molecular structure, C14H12F6N2O9S2SiW at a distorted geometry (the ωB97M-V functional and the def2-TZVPD basis, the Open Molecules 2025 dataset).

XYZ file:
```
47
Properties=species:S:1:pos:R:3
W -0.0546 -0.2022 -0.0559
O 6.0508 0.5068 -0.1836
C 4.7548 0.3504 -0.0891
C 4.0595 0.2681 1.1389
C 2.7020 0.1113 1.0852
N 2.0351 0.0197 -0.0705
C 2.6847 0.1184 -1.2385
C 4.0379 0.2815 -1.3070
C 1.7205 0.0732 -2.3858
O 1.9189 0.2047 -3.5330
O 0.4379 -0.1173 -1.8465
C 1.7654 0.0438 2.2515
O 1.9764 0.0552 3.4011
O 0.4492 -0.0419 1.7138
H 6.5062 0.5617 0.6699
H 4.5621 0.3370 2.0957
H 4.5480 0.3658 -2.2576
F -2.3803 0.0863 2.0228
C -3.5438 0.3738 1.4148
F -4.2645 -0.7100 1.2980
F -4.1735 1.3134 2.0647
S -3.1101 0.9977 -0.2958
O -1.9267 0.0263 -0.6069
O -4.1880 0.8192 -1.1758
N -2.5800 2.4388 -0.1800
S -1.2030 2.8386 0.4749
O -0.1506 1.9186 -0.0972
O -1.1602 2.9874 1.8805
C -0.8433 4.4750 -0.3353
F -1.8080 5.2952 0.0034
F -0.7811 4.3139 -1.6395
F 0.3187 4.8709 0.1473
C 0.9365 -5.8463 -1.0014
Si -0.3564 -5.2898 0.2109
C 0.0167 -5.6828 1.9845
C -2.1080 -5.6189 -0.3070
C -0.2339 -3.3595 0.1056
C -0.1482 -2.1247 0.0191
H 0.9152 -6.9391 -1.0329
H 1.9429 -5.5501 -0.7063
H 0.7384 -5.4881 -2.0116
H -0.0849 -6.7618 2.1261
H -0.6775 -5.1977 2.6708
H 1.0356 -5.4120 2.2622
H -2.2735 -6.6986 -0.2580
H -2.3005 -5.3032 -1.3324
H -2.8366 -5.1479 0.3525
```

Summary:
Multiplicity: 1
Electronic energy (a.u.): -3078.9204
F_max (Eh/bohr): 0.0228
Relative energy (zero: lowest compared OMol25 entry of this formula, charge and spin) (kcal/mol): 0.0
Gap between HOMO and LUMO (Eh): 0.2403
HOMO level (eV): -16.5
Total charge: +2